# C8H8N2O4S

A molecular structure, C8H8N2O4S (the ωB97M-V functional and the def2-TZVPD basis, OMol25).

```
23
Properties=species:S:1:pos:R:3
C 0.381 -1.645 -0.515
C 1.712 -1.734 -0.230
C 1.958 0.656 0.253
C -0.147 -0.379 -0.564
C 0.593 0.729 -0.026
C 2.522 -0.641 0.109
C -0.305 1.916 -0.051
C -1.521 0.033 -0.614
N -1.602 1.357 -0.528
N 3.821 -0.910 0.530
O -4.046 1.231 -0.059
O -4.670 -1.196 0.247
O -2.786 -0.111 1.416
O -2.525 -0.699 -0.871
S -3.748 -0.103 0.365
H -0.217 -2.478 -0.675
H 2.056 -2.668 -0.164
H 2.576 1.520 0.699
H -0.407 2.316 0.887
H 0.242 2.703 -0.595
H -2.606 1.806 -0.382
H 4.300 -1.589 -0.074
H 4.420 -0.113 0.843
```

Computed properties:
Orbital gap (eV): 8.94
ΔE to the lowest compared entry with this formula, charge and spin (kcal/mol): 0.0
E_tot (eV): -30430.1491
Strongest force on any atom (eV Å⁻¹): 3.9